1.
C36H51FMoN13O3PS4 | wB97M-V/def2-TZVPD

Calculated values
**E**: -4440.9864 hartree
**Kohn-Sham gap (spin up / spin down)**: 5.788 / 6.184 eV
**Charge**: +4
**Energy relative to the best compared isomer or geometry (same formula, charge and spin)**: 1.3996 eV
**Spin multiplicity**: 3
**<S²>**: 2.04

Positions of all 110 atoms, in Å:
Mo 0.358 0.167 0.265
N -1.790 2.976 -1.179
N -2.403 2.500 -2.356
C -2.166 1.308 -2.891
N -2.755 1.002 -4.048
S -1.199 0.094 -2.164
H -1.742 2.219 -0.489
H -2.362 3.732 -0.810
H -2.868 3.209 -2.912
H -3.337 1.645 -4.562
H -2.578 0.105 -4.467
C -0.276 -2.801 2.564
C 0.036 -1.461 3.115
N 0.282 -0.366 2.430
C 0.675 0.666 3.247
C 0.675 0.365 4.578
S 0.195 -1.255 4.821
C 1.111 1.890 2.619
C 1.730 2.949 3.219
S 2.058 4.179 2.082
C 1.343 3.208 0.850
N 0.927 2.025 1.256
C 1.222 3.712 -0.533
H 0.428 -3.066 1.774
H -1.280 -2.841 2.141
H -0.217 -3.541 3.359
H 0.918 1.000 5.407
H 2.006 3.051 4.250
H 2.184 3.668 -1.043
H 0.914 4.756 -0.517
H 0.473 3.140 -1.075
F -5.788 3.284 1.662
C -5.594 1.969 1.465
C -4.317 1.549 1.210
C -4.018 0.196 0.975
C -2.677 -0.251 0.649
O -1.692 0.570 0.707
C -2.572 -1.610 0.236
C -3.672 -2.434 0.350
N -4.860 -2.051 0.810
C -5.892 -3.042 0.993
C -6.401 -3.326 2.380
C -5.528 -4.321 1.682
C -5.097 -0.719 1.062
C -6.384 -0.269 1.371
C -6.694 1.077 1.556
N -7.988 1.487 1.807
C -8.482 2.832 1.568
C -9.921 2.761 1.040
N -10.802 2.029 1.989
C -10.258 0.675 2.269
C -8.823 0.806 2.778
C -1.325 -2.304 -0.306
O -1.423 -3.431 -0.741
O -0.202 -1.673 -0.230
H -3.530 2.286 1.221
H -3.559 -3.471 0.056
H -6.589 -3.073 0.162
H -7.450 -3.552 2.499
H -5.981 -2.773 3.207
H -5.960 -5.238 1.317
H -4.517 -4.435 2.043
H -7.178 -0.994 1.425
H -7.889 3.340 0.809
H -8.450 3.434 2.486
H -9.944 2.234 0.083
H -10.305 3.774 0.897
H -11.751 1.954 1.597
H -10.878 2.555 2.872
H -10.295 0.094 1.345
H -10.871 0.179 3.024
H -8.424 -0.181 2.999
H -8.830 1.384 3.715
C 5.299 -1.793 2.211
N 4.438 -2.574 1.367
C 4.804 -3.924 0.957
C 3.594 -4.383 0.122
N 2.748 -3.191 0.108
C 3.291 -2.207 0.827
S 2.731 -0.593 0.986
H 6.211 -1.515 1.680
H 5.572 -2.375 3.091
H 4.778 -0.890 2.525
H 4.982 -4.553 1.831
H 5.730 -3.897 0.376
H 3.069 -5.226 0.577
H 3.877 -4.665 -0.894
H 1.813 -3.197 -0.271
C 3.818 1.642 -4.004
N 2.449 1.289 -4.334
C 2.387 -0.095 -4.773
N 2.904 -0.976 -3.743
C 4.270 -0.610 -3.413
N 4.328 0.767 -2.964
C 3.721 0.992 -1.692
P 1.858 0.585 -1.706
C 1.529 1.593 -3.290
C 2.058 -1.072 -2.602
H 3.854 2.677 -3.659
H 4.446 1.544 -4.891
H 2.992 -0.206 -5.675
H 1.351 -0.361 -4.999
H 4.890 -0.720 -4.307
H 4.644 -1.272 -2.627
H 3.847 2.048 -1.433
H 4.221 0.385 -0.931
H 1.609 2.655 -3.046
H 0.511 1.378 -3.623
H 1.062 -1.424 -2.904
H 2.493 -1.789 -1.897

2.
C28H46N2O3S2 | wB97M-V/def2-TZVPD

Calculated values
**E**: -2226.0733 hartree
**Kohn-Sham gap**: 7.837 eV
**Charge**: 0

Positions of all 81 atoms, in Å:
C -3.665 5.424 2.951
C -4.409 4.102 2.799
C -4.531 3.324 3.941
C -5.201 2.112 3.894
C -5.712 1.702 2.677
C -5.574 2.450 1.518
C -6.141 1.895 0.214
O -6.098 0.465 0.183
C -4.828 0.017 0.174
O -3.931 0.531 -0.460
O -4.556 -1.122 0.888
C -3.824 -0.817 2.084
C -2.424 -1.490 2.094
C -1.566 -0.730 3.148
S 0.095 -0.243 2.580
C 0.006 0.510 0.962
S 0.759 -0.242 -0.268
N -0.648 1.742 0.716
C -0.145 2.650 -0.187
C -1.002 3.703 -0.169
N -2.015 3.447 0.739
C -1.789 2.289 1.251
C -4.932 3.674 1.596
H -3.735 6.019 2.037
H -2.616 5.240 3.220
H -4.100 5.983 3.792
H -4.106 3.631 4.896
H -5.327 1.456 4.754
H -6.226 0.745 2.569
H -7.165 2.246 0.046
H -5.553 2.321 -0.613
H -4.378 -1.174 2.962
H -3.644 0.260 2.135
H -2.027 -1.458 1.075
H -2.566 -2.519 2.447
H -2.109 0.121 3.586
H -1.395 -1.421 3.984
H 0.757 2.564 -0.774
H -0.930 4.610 -0.755
H -2.396 1.807 2.006
H -4.817 4.314 0.721
C 2.021 -3.150 -7.138
C 0.931 -2.159 -6.742
C 1.401 -1.113 -5.732
C 1.849 -1.673 -4.380
C 0.799 -2.500 -3.641
C -0.448 -1.702 -3.273
H 2.364 -3.735 -6.283
H 1.643 -3.852 -7.884
H 2.880 -2.632 -7.568
H 0.064 -2.701 -6.354
H 0.589 -1.640 -7.642
H 0.597 -0.388 -5.577
H 2.233 -0.549 -6.166
H 2.154 -0.835 -3.744
H 2.746 -2.284 -4.518
H 1.249 -2.886 -2.721
H 0.514 -3.375 -4.232
H -0.188 -0.848 -2.644
H -1.150 -2.328 -2.718
H -0.968 -1.332 -4.158
C 3.437 -2.252 2.179
C 4.196 -0.943 1.996
C 5.043 -0.907 0.725
C 6.159 -1.951 0.658
C 7.164 -1.900 1.808
C 7.940 -0.588 1.875
H 4.115 -3.102 2.282
H 2.825 -2.209 3.081
H 2.776 -2.438 1.330
H 4.819 -0.752 2.875
H 3.472 -0.124 1.951
H 5.473 0.093 0.616
H 4.387 -1.046 -0.142
H 6.696 -1.823 -0.288
H 5.720 -2.952 0.618
H 7.876 -2.720 1.681
H 6.661 -2.078 2.763
H 8.486 -0.412 0.947
H 8.664 -0.617 2.691
H 7.280 0.263 2.052

3.
C3H3NO2S | wB97M-V/def2-TZVPD

Calculated values
**E**: -719.4797 hartree
**Kohn-Sham gap**: 10.383 eV
**Charge**: 0
**Energy relative to the best compared isomer or geometry (same formula, charge and spin)**: 2.7375 eV

Positions of all 10 atoms, in Å:
O 0.550 -0.771 -1.877
C 0.239 0.122 -0.984
N 0.345 1.408 -1.218
O -0.058 2.018 -0.042
C -0.432 1.136 0.883
C -0.264 -0.120 0.385
S -0.586 -1.702 1.073
H 0.315 -1.672 -1.616
H -0.809 1.504 1.844
H 0.700 -1.923 1.552

4.
C22H30Cl10F2 | wB97M-V/def2-TZVPD

Calculated values
**E**: -5657.9092 hartree
**Kohn-Sham gap**: 8.990 eV
**Charge**: 0

Positions of all 64 atoms, in Å:
F -2.059 4.673 2.968
C -0.984 4.126 3.552
C 0.148 4.834 3.725
C 1.262 4.263 4.290
C 1.105 3.054 4.989
C -0.111 2.284 4.807
C -1.148 2.829 4.124
H 0.139 5.748 3.154
H 2.229 4.699 4.228
H 1.984 2.560 5.406
H -0.049 1.287 5.215
H -2.018 2.268 3.857
F 1.795 -1.420 -0.673
C 1.221 -2.628 -0.543
C 0.823 -3.332 -1.695
C 0.443 -4.659 -1.513
C 0.291 -5.156 -0.247
C 0.572 -4.399 0.884
C 1.090 -3.148 0.713
H 1.005 -2.862 -2.677
H 0.249 -5.275 -2.387
H -0.115 -6.177 -0.144
H 0.435 -4.767 1.887
H 1.177 -2.474 1.570
Cl 4.265 4.392 0.161
C 4.445 2.686 0.589
C 3.964 2.421 2.055
Cl 4.852 3.396 3.231
H 5.507 2.537 0.549
H 3.817 2.094 -0.067
H 3.992 1.391 2.318
H 2.929 2.705 2.144
Cl -3.866 -0.590 2.291
C -4.207 -2.341 2.194
C -5.154 -2.852 3.284
Cl -4.319 -2.922 4.952
H -3.227 -2.835 2.296
H -4.631 -2.404 1.271
H -5.490 -3.823 3.084
H -6.055 -2.257 3.317
Cl -0.085 2.983 -0.304
C -0.252 1.281 -0.873
C -0.966 0.395 0.186
Cl -0.115 0.368 1.757
H 0.779 0.962 -1.007
H -0.728 1.190 -1.802
H -1.256 -0.590 -0.071
H -1.855 1.008 0.475
Cl -2.411 -3.771 -3.427
C -2.619 -3.162 -5.071
C -2.027 -1.809 -5.330
Cl -0.223 -1.824 -5.249
H -3.685 -3.087 -5.263
H -2.335 -3.901 -5.763
H -2.463 -1.009 -4.652
H -2.209 -1.530 -6.374
Cl 1.546 3.014 -6.404
C 1.679 1.594 -5.153
C 2.349 2.070 -3.918
Cl 2.659 0.543 -2.891
H 2.262 0.804 -5.597
H 0.647 1.258 -5.049
H 1.712 2.665 -3.265
H 3.292 2.620 -4.115

5.
C27H59O13P4 | wB97M-V/def2-TZVPD

Calculated values
**E**: -3407.5201 hartree
**Kohn-Sham gap**: 7.766 eV
**Charge**: +1

Positions of all 103 atoms, in Å:
C -0.372 2.538 1.998
C -1.803 2.508 1.415
O -1.967 1.174 0.878
P -3.329 0.398 1.327
O -3.259 0.117 2.794
C -3.203 -1.199 0.401
C -1.695 -1.578 0.580
P -0.681 -1.489 -0.941
C 0.997 -2.089 -0.461
C 1.490 -0.919 0.498
C 2.789 -1.241 1.349
O 2.722 -0.343 0.179
P -0.324 0.534 -1.687
P -2.177 1.124 -2.688
O -3.312 1.419 -1.791
O -1.776 2.460 -3.569
O -2.446 -0.057 -3.775
O -4.676 1.214 0.950
C -5.842 0.418 1.277
C -6.369 -0.330 0.010
H 0.083 3.526 2.001
H 0.217 1.877 1.339
H -0.387 2.060 2.980
H -2.577 2.812 2.121
H -1.814 3.193 0.556
H -3.791 -1.920 0.976
H -3.544 -1.115 -0.634
H -1.657 -2.629 0.909
H -1.256 -1.010 1.408
H -1.223 -2.239 -2.009
H 0.963 -2.996 0.144
H 1.696 -2.114 -1.298
H 0.719 -0.301 0.970
H 2.811 -2.301 1.122
H 2.447 -0.790 2.276
H -0.129 1.400 -0.581
H -0.814 2.450 -3.678
H -3.021 0.359 -4.449
H -5.619 -0.301 2.072
H -6.612 1.081 1.677
H -5.786 0.061 -0.830
H -6.175 -1.397 0.144
H -7.437 -0.147 -0.116
C -1.670 -4.201 -6.497
C -2.501 -3.958 -5.264
O -2.277 -4.544 -4.226
C -3.617 -2.953 -5.374
H -0.905 -4.943 -6.278
H -2.301 -4.574 -7.305
H -1.185 -3.274 -6.809
H -4.333 -3.267 -6.134
H -3.211 -1.974 -5.633
H -4.131 -2.877 -4.417
C 5.944 0.794 0.923
C 6.958 0.404 1.970
O 7.126 1.075 2.962
C 7.751 -0.856 1.727
H 5.451 1.715 1.227
H 6.439 0.959 -0.035
H 5.193 0.009 0.823
H 8.325 -0.764 0.804
H 7.078 -1.713 1.657
H 8.438 -1.016 2.555
C -4.883 -3.399 4.289
C -5.504 -3.778 2.971
O -5.962 -2.937 2.226
C -5.537 -5.243 2.615
H -4.926 -2.319 4.414
H -5.427 -3.873 5.108
H -3.838 -3.715 4.314
H -6.109 -5.795 3.361
H -4.520 -5.638 2.567
H -6.011 -5.370 1.644
C 4.322 3.772 2.662
C 3.218 2.845 3.086
O 2.158 3.256 3.506
C 3.483 1.363 2.963
H 4.002 4.802 2.802
H 5.211 3.595 3.270
H 4.557 3.615 1.606
H 4.337 1.083 3.581
H 3.685 1.105 1.921
H 2.606 0.811 3.303
C 7.617 2.074 5.463
C 7.827 3.513 5.069
O 6.916 4.193 4.650
C 9.219 4.071 5.217
H 6.574 1.804 5.307
H 8.244 1.423 4.851
H 7.862 1.936 6.517
H 9.915 3.505 4.595
H 9.533 4.018 6.261
H 9.227 5.111 4.899
C -4.287 2.304 -7.562
C -3.353 1.145 -7.349
O -3.607 0.266 -6.548
C -2.090 1.117 -8.167
H -5.153 2.197 -6.911
H -3.780 3.240 -7.324
H -4.626 2.323 -8.599
H -1.490 2.003 -7.955
H -2.335 1.086 -9.229
H -1.512 0.230 -7.913